#P
# C20H29BrClN6O4S3V

C20H29BrClN6O4S3V as an isolated structure (the ωB97M-V functional and the def2-TZVPD basis, the OMol25 dataset).

XYZ file:
```
65
C20H29BrClN6O4S3V (the ωB97M-V functional and the def2-TZVPD basis)
V 1.4507 0.1248 -1.1561
C 0.8301 -0.0090 2.9128
N -0.0893 -0.9940 2.3622
C -0.4461 -2.0303 3.3332
C 0.2664 -1.4930 1.0569
O 0.6589 -0.4123 0.2499
C -0.9309 -2.1246 0.3416
O -1.8424 -1.1183 -0.0334
C -2.6814 -0.6511 0.9798
C -2.3756 0.8071 1.3075
O -1.4704 1.4192 0.7429
N -3.1759 1.3800 2.2264
C -4.2838 0.6774 2.8591
C -2.9978 2.7821 2.5706
H 0.4500 0.3071 3.8823
H 1.8526 -0.3876 3.0456
H 0.8499 0.8644 2.2684
H -0.5746 -1.5540 4.3026
H -1.3892 -2.5128 3.0805
H 0.3113 -2.8135 3.4429
H -0.5856 -2.6076 -0.5768
H -1.3885 -2.8790 0.9841
H -3.7255 -0.7519 0.6647
H -2.5588 -1.2258 1.9010
H -3.9847 -0.3040 3.2231
H -4.6117 1.2584 3.7174
H -5.1350 0.5615 2.1847
H -2.0799 3.1432 2.1196
H -3.8360 3.3791 2.2062
H -2.9372 2.8903 3.6537
S 2.7528 -4.5928 -0.6827
C 2.2148 -3.0818 -0.4447
S 2.5343 -1.8782 -1.6707
S 1.6704 -2.6935 1.2031
Cl 2.7142 0.9158 -3.0680
C 1.7815 2.0068 -1.9784
H 1.0108 2.4980 -2.5580
H 2.4827 2.6898 -1.5159
Br 6.3496 2.1400 3.1281
C 5.0613 1.5753 1.8904
C 3.8265 2.2065 1.8330
C 2.9114 1.7561 0.9081
N 3.1509 0.7365 0.0700
C 4.3469 0.1400 0.1349
C 5.3299 0.5297 1.0256
H 3.5821 3.0279 2.4902
H 1.9387 2.2270 0.8307
H 4.5067 -0.6816 -0.5490
H 6.2806 0.0177 1.0389
C -0.9514 -2.4007 -5.2963
N -0.9494 -1.1785 -4.4928
C -1.5108 -0.0342 -4.9261
C -1.6184 1.0473 -4.1189
C -1.0339 0.9532 -2.8257
N -0.2737 -0.0980 -2.4804
C -0.4524 -1.2873 -3.1809
O -0.1831 -2.3774 -2.7362
N -1.2006 1.9332 -1.9304
H -1.3311 -2.1627 -6.2862
H -1.5784 -3.1544 -4.8266
H 0.0603 -2.7913 -5.3705
H -1.9086 -0.0489 -5.9319
H -2.1382 1.9377 -4.4344
H -1.8209 2.6868 -2.1743
H -1.1249 1.7107 -0.9280
```

Output
2S+1: 2
Expectation value of S²: 0.7735
Net charge: +1
Gap between HOMO and LUMO (spin up / spin down), eV: 6.65 / 7.12

---

#Q
# C20H29BrClN6O4S3V

C20H29BrClN6O4S3V as an isolated structure (the ωB97M-V functional and the def2-TZVPD basis, the OMol25 dataset).

XYZ file:
```
65
C20H29BrClN6O4S3V (the ωB97M-V functional and the def2-TZVPD basis)
V -0.6299 0.6918 0.5160
C -1.7977 -4.4339 -0.5864
N -1.1330 -3.4455 0.2553
C -1.2854 -3.6612 1.6918
C -0.5934 -2.3313 -0.2086
O -0.1252 -1.4543 0.5554
C -0.4701 -2.1295 -1.7114
O 0.3006 -0.9797 -1.9748
C 1.6694 -1.1400 -1.7265
C 2.1896 -0.1856 -0.6635
O 1.4630 0.5624 0.0159
N 3.5136 -0.1864 -0.4947
C 4.4069 -1.0116 -1.3057
C 4.1435 0.6677 0.5118
H -1.4156 -5.4270 -0.3525
H -1.6416 -4.2378 -1.6406
H -2.8693 -4.4130 -0.3855
H -0.9134 -4.6553 1.9384
H -2.3388 -3.5888 1.9625
H -0.7269 -2.9086 2.2369
H -1.4597 -1.9479 -2.1262
H -0.0241 -3.0066 -2.1893
H 2.2231 -0.9699 -2.6542
H 1.9037 -2.1554 -1.3876
H 4.0964 -2.0553 -1.3153
H 5.3981 -0.9610 -0.8647
H 4.4715 -0.6468 -2.3317
H 3.3798 1.1769 1.0873
H 4.7791 1.4089 0.0259
H 4.7593 0.0526 1.1679
S -5.2802 0.7779 1.1218
C -3.6598 0.7906 1.0722
S -2.6142 2.1274 0.7697
S -2.5819 -0.5342 1.2816
Cl 1.6601 2.9848 1.6754
C -0.0623 2.6618 1.2570
H -0.3567 3.4309 0.5439
H -0.6043 2.8677 2.1714
Br 1.2597 -0.2506 7.0005
C 0.7495 -0.0106 5.2130
C -0.4367 0.6354 4.9071
C -0.7687 0.7927 3.5780
N 0.0080 0.3561 2.5764
C 1.1425 -0.2712 2.8906
C 1.5552 -0.4796 4.1918
H -1.0936 1.0044 5.6806
H -1.6916 1.2843 3.2995
H 1.7409 -0.6255 2.0646
H 2.4824 -0.9922 4.4011
C -3.6184 1.3199 -3.5432
N -2.3327 1.8509 -3.0908
C -1.7421 2.9320 -3.6484
C -0.5660 3.4140 -3.1929
C 0.0054 2.7849 -2.0478
N -0.6110 1.7615 -1.4666
C -1.7252 1.2196 -2.0244
O -2.1871 0.1847 -1.5531
N 1.1666 3.2120 -1.5434
H -4.0034 1.9697 -4.3244
H -4.3143 1.2927 -2.7072
H -3.4966 0.3099 -3.9280
H -2.2629 3.3797 -4.4837
H -0.0934 4.2642 -3.6584
H 1.5506 4.0837 -1.8642
H 1.5084 2.8426 -0.6657
```

Output
2S+1: 2
Expectation value of S²: 0.8803
Net charge: +1
Gap between HOMO and LUMO (spin up / spin down), eV: 6.84 / 7.32

---

Of them, #P has the lowest stability.

---

#P
# C20H64N10O12

A 12-piece molecular cluster, C20H64N10O12 overall (the ωB97M-V functional and the def2-TZVPD basis, the OMol25 dataset).

XYZ file:
```
106
C20H64N10O12 (the ωB97M-V functional and the def2-TZVPD basis)
C -20.7124 -6.7065 25.2211
O -21.2513 -7.4093 24.1291
H -20.8531 -5.6289 25.1675
H -19.6288 -6.8572 25.2080
H -20.9895 -7.1160 26.1899
H -21.0687 -8.3072 24.2945
C -19.6348 -10.1189 24.1932
O -19.8254 -9.7051 25.5172
H -18.9073 -9.5153 23.6708
H -20.5392 -10.0737 23.5092
H -19.2743 -11.1173 24.2208
H -20.3266 -10.3887 26.0411
C -16.6475 -9.4908 21.2389
O -16.1085 -10.8065 21.1209
H -15.8176 -8.8067 21.0385
H -16.9909 -9.2970 22.2735
H -17.3920 -9.2480 20.4838
H -15.2664 -10.8509 21.6146
C -23.4237 -10.6098 19.0748
O -23.2434 -9.3720 19.5921
N -22.5093 -11.2348 18.4205
N -24.4814 -11.2824 19.2743
H -21.6716 -10.7295 18.1655
H -22.6573 -12.0962 18.0048
H -25.2337 -10.8608 19.8470
H -24.7079 -12.1543 18.7868
C -18.9927 -10.6735 17.8536
O -18.4209 -10.6501 16.6173
N -18.4957 -11.4076 18.8164
N -20.0911 -9.9954 18.1638
H -17.5311 -11.7680 18.6027
H -18.8717 -11.5762 19.7198
H -20.3783 -9.3612 17.3685
H -20.2346 -9.7215 19.1492
C -20.4192 -4.4803 21.9399
O -20.5088 -3.1301 21.7996
N -19.3172 -5.0788 21.5333
N -21.3565 -5.2499 22.4981
H -18.6420 -4.4868 21.0355
H -19.1355 -6.0747 21.5972
H -22.2103 -4.6991 22.8005
H -21.0789 -5.9521 23.1722
C -23.2154 -10.2590 23.3942
O -23.3866 -11.6145 23.3664
N -23.1962 -9.5880 24.4668
N -23.1896 -9.5577 22.3069
H -23.4101 -9.9980 25.3669
H -23.2503 -8.5544 24.4120
H -23.3911 -9.7783 21.3262
H -22.7374 -8.6419 22.3936
C -20.3036 -8.2269 21.3080
O -19.1014 -7.8562 21.9131
N -20.5011 -9.4212 20.8331
N -21.3385 -7.4817 21.1067
H -19.8618 -10.1705 21.0744
H -21.4441 -9.7914 20.6835
H -21.3899 -6.5771 21.6396
H -22.1418 -7.7248 20.5338
C -18.4677 -13.3800 22.9597
C -19.0459 -12.6331 21.7774
C -20.5660 -12.5509 21.7494
O -18.6728 -11.4466 21.6796
H -18.7158 -12.9162 23.8739
H -17.3841 -13.2922 22.8623
H -18.8071 -14.3717 23.1032
H -18.6489 -13.1665 20.9142
H -20.9482 -13.5728 21.6131
H -21.0514 -11.8823 21.0204
H -20.9488 -12.2255 22.7082
H -17.7165 -11.3557 21.4479
C -22.3287 -6.6053 18.3749
C -23.7926 -6.3222 18.6906
C -24.1351 -6.4460 20.2449
O -24.2459 -5.2375 18.3035
H -22.1459 -7.6591 18.3731
H -21.7002 -6.0214 19.1114
H -22.0680 -6.2103 17.3973
H -24.3860 -7.0176 18.1354
H -23.3221 -5.9192 20.7869
H -24.3004 -7.4015 20.6792
H -25.0873 -5.9248 20.5038
H -24.2500 -5.2757 17.3459
C -16.7088 -7.7697 24.3461
C -16.4278 -6.3924 24.7236
C -17.2634 -5.4036 23.8730
O -16.4931 -6.2083 25.9691
H -17.8171 -7.9412 24.1559
H -16.2813 -8.4613 25.0466
H -16.1470 -7.7978 23.3688
H -15.3979 -6.1746 24.4547
H -18.3092 -5.7238 23.9374
H -16.9869 -5.2646 22.7904
H -17.1948 -4.3917 24.2716
H -16.2251 -5.2936 26.1446
C -15.2705 -4.4791 18.6762
C -16.5102 -4.6795 19.5440
C -16.4812 -6.1133 20.1392
O -16.5686 -3.8747 20.5114
H -15.4841 -3.7521 17.9427
H -15.1346 -5.4733 18.2050
H -14.3662 -4.3108 19.1487
H -17.4136 -4.5333 18.8956
H -16.3515 -6.9214 19.4641
H -17.3289 -6.4293 20.6963
H -15.6158 -6.3103 20.7211
H -16.1759 -3.0873 20.1909
```

Output
Gap between HOMO and LUMO, eV: 8.89
SMILES: NC(N)=O.NC(N)=O.NC(N)=O.NC(N)=O.NC(N)=O.CC(C)O.CC(C)O.CC(C)O.CC(C)O.CO.CO.CO

---

#Q
# C20H64N10O12

A 12-piece molecular cluster, C20H64N10O12 overall (the ωB97M-V functional and the def2-TZVPD basis, the OMol25 dataset).

XYZ file:
```
106
C20H64N10O12 (the ωB97M-V functional and the def2-TZVPD basis)
C 0.0893 0.9661 0.5648
O 0.6723 -0.1279 -0.0202
H 0.6833 1.7691 0.2088
H 0.1343 0.8241 1.6108
H -0.9437 0.9521 0.1918
H 0.0713 -0.8839 -0.1212
C -0.5397 2.6661 -2.3642
O 0.0613 1.7291 -3.2122
H -1.5397 2.7891 -2.8232
H -0.0667 3.6241 -2.3392
H -0.4897 2.1321 -1.4342
H 0.8883 1.4761 -2.8262
C 3.2533 0.6371 -2.3702
O 2.5443 1.6631 -1.6622
H 3.0013 0.6001 -3.4762
H 3.1943 -0.1949 -1.6772
H 4.3013 0.8761 -2.3172
H 2.8543 1.5101 -0.7472
C 2.5243 -3.8039 -0.4762
O 2.2453 -2.5269 -0.8102
N 2.5413 -4.7929 -1.2552
N 2.8863 -4.0289 0.7588
H 2.1023 -4.6179 -2.1852
H 3.2733 -5.5899 -1.2132
H 2.7823 -3.2669 1.4258
H 2.9293 -5.0249 1.0738
C -3.1247 0.2551 -3.7112
O -4.3037 -0.0599 -4.3332
N -1.9687 0.5311 -4.3092
N -2.9267 0.2511 -2.4742
H -1.9537 0.5891 -5.3402
H -1.1467 1.0331 -3.8582
H -3.8317 0.2551 -1.8702
H -2.0137 0.1311 -2.1162
C 4.2513 0.2551 0.9438
O 5.2973 1.0681 1.4268
N 3.0753 0.8171 0.9998
N 4.3523 -0.9939 0.4658
H 2.9923 1.8431 1.3838
H 2.1693 0.3971 0.6678
H 5.2863 -1.3289 0.4068
H 3.6733 -1.5689 0.0118
C 0.7353 -1.3299 -3.8152
O 0.8673 -0.6039 -5.1022
N 1.7773 -1.9599 -3.2432
N -0.4167 -1.4239 -3.2422
H 2.6983 -1.8429 -3.6902
H 1.7803 -2.1529 -2.1692
H -1.2267 -0.9719 -3.7012
H -0.6367 -1.8779 -2.2992
C 2.9473 4.2371 0.3188
O 2.6283 3.7391 1.6128
N 2.0823 4.5331 -0.6352
N 4.1303 4.2321 -0.1532
H 1.1363 4.3751 -0.4022
H 2.2723 4.7931 -1.6572
H 4.8413 3.6791 0.3558
H 4.3503 4.5231 -1.0552
C -2.9937 2.5421 0.4608
C -3.9917 3.3501 -0.3082
C -5.2897 3.7041 0.4338
O -3.5557 4.4581 -0.6712
H -2.7197 2.9171 1.4348
H -1.9847 2.6351 -0.0182
H -3.2687 1.5091 0.4728
H -4.0857 2.8301 -1.2352
H -5.9247 4.2841 -0.2262
H -5.1317 4.2931 1.3608
H -5.8977 2.8831 0.6348
H -4.3907 4.9201 -0.9532
C -2.3537 0.2941 2.9058
C -3.7047 -0.3329 3.1828
C -4.7247 0.7931 3.0058
O -4.0187 -1.2049 2.3278
H -2.4517 1.3821 3.2608
H -2.0547 0.2311 1.8638
H -1.5877 -0.1989 3.5288
H -3.7477 -0.8549 4.1928
H -4.4747 1.6011 3.6748
H -5.6607 0.4551 3.3308
H -4.7547 1.1451 2.0008
H -4.0467 -2.0899 2.7308
C -0.6637 -3.7789 -1.3512
C -1.5107 -2.8239 -0.4482
C -0.9507 -2.6549 0.9498
O -1.6807 -1.6279 -0.7352
H 0.2203 -3.2819 -1.7112
H -1.2827 -3.8429 -2.2652
H -0.5967 -4.8199 -0.9682
H -2.4817 -3.3099 -0.4222
H 0.1233 -2.4089 0.9218
H -0.9337 -3.6459 1.5938
H -1.4547 -1.9289 1.6138
H -2.6167 -1.4569 -0.9782
C 1.5353 -0.5739 3.7648
C 2.6073 -1.6059 3.5018
C 2.5383 -2.9639 4.2708
O 2.6443 -1.9089 2.2918
H 0.6463 -1.0589 3.3608
H 1.6533 0.4431 3.4118
H 1.3963 -0.5159 4.8108
H 3.6033 -1.2589 3.7268
H 3.2103 -3.0229 5.2268
H 2.8803 -3.8179 3.6348
H 1.5673 -3.1799 4.6678
H 3.1123 -1.2799 1.8228
```

Output
Gap between HOMO and LUMO, eV: 7.98
SMILES: NC(N)=O.NC(N)=O.NC(N)=O.NC(N)=O.NC(N)=O.CC(C)O.CC(C)O.CC(C)O.CC(C)O.CO.CO.CO

---

Of them, #Q has the lowest stability.

---

#P
# C7H10N2O3

C7H10N2O3 as an isolated structure (the ωB97M-V functional and the def2-TZVPD basis, the OMol25 dataset).

XYZ file:
```
22
C7H10N2O3 (the ωB97M-V functional and the def2-TZVPD basis)
C 0.6932 -0.8571 2.5710
C 1.4235 -1.6271 1.3773
C -0.0535 -1.2050 -0.7200
C -0.1391 0.0709 -0.9244
C -0.8534 0.1894 -2.3233
C -1.5723 1.8398 -2.2409
C 0.2516 1.3785 -0.3952
H 0.3212 1.0433 1.8273
H 1.2463 -0.0468 3.3693
H 0.0742 -1.4574 3.5048
H 2.1641 -2.4478 1.5689
H 1.8746 -0.6430 0.8446
H 0.2100 -3.0072 0.3426
H -0.6412 -2.0637 -1.2429
H -1.5003 2.4037 -3.1957
H -2.7617 1.6745 -1.7518
H -0.1472 3.4482 -1.1456
N 0.4272 -1.9371 0.3345
N -0.4162 2.2913 -1.1777
O -0.4559 0.0826 1.8016
O -1.0646 -0.7831 -3.1415
O 0.9195 1.6531 0.7170
```

Output
Gap between HOMO and LUMO, eV: 9.12

---

#Q
# C7H10N2O3

One molecule with the formula C7H10N2O3 (the ωB97M-V functional and the def2-TZVPD basis, the OMol25 dataset).

XYZ file:
```
22
C7H10N2O3 (the ωB97M-V functional and the def2-TZVPD basis)
C 1.3987 -1.4116 0.8164
C 1.5121 -0.3482 1.7837
C 0.7534 -1.6791 -0.3656
C 0.9551 0.8221 2.1475
C -0.1697 -0.7874 -1.1103
C -0.3769 1.2602 1.8279
C -0.6835 0.2838 -3.1960
N -1.3043 1.9557 2.6332
N -0.9619 0.8861 0.6612
O -0.0682 0.6133 -0.3598
O -2.1827 0.7088 0.4241
O 0.2803 -0.5433 -2.3855
H 2.0163 -2.3423 1.0771
H 2.5906 -0.4773 2.1787
H 0.8473 -2.6457 -0.8280
H 1.3693 1.2622 3.0274
H -1.2484 -1.0073 -1.1153
H -1.5143 -0.3323 -3.3613
H -0.1625 0.3831 -4.0837
H -0.8360 1.2967 -2.6108
H -1.2800 1.5962 3.5732
H -2.1800 2.0315 2.1680
```

Output
Gap between HOMO and LUMO (spin up / spin down), eV: 7.25 / 7.26
SMILES: CO[C@H]1\C=C/C=C\C(N)=[N+](\[O-])O1

---

Of them, #P has the lowest stability.